[1]
Computed, not measured: a structure of composition C32H46Cl2HfO5P4, with ωB97M-V/def2-TZVPD.

Computed properties:
Electronic energy   -107656.5821 eV

```
! wB97M-V def2-TZVPD RIJCOSX def2/J DEFGRID3
* xyz 2 1
P -1.33932 -0.76925 -2.45994
C -3.09452 -0.85735 -2.92798
C -3.59287 -0.06762 -3.98027
H -2.99791 0.76155 -4.36434
C -4.83427 -0.35545 -4.54130
H -5.17719 0.22481 -5.40041
C -5.61727 -1.37941 -4.00111
H -6.58687 -1.60118 -4.44500
C -5.17026 -2.10824 -2.89472
H -5.79593 -2.89103 -2.46261
C -3.91746 -1.83819 -2.34322
H -3.57233 -2.39290 -1.47173
C -0.68637 0.70671 -3.27153
C -0.98278 1.97655 -2.73863
H -1.45053 2.04721 -1.75183
C -0.70569 3.12458 -3.47940
H -0.96252 4.10198 -3.06605
C -0.12309 3.02895 -4.74435
H 0.08308 3.92849 -5.32926
C 0.19108 1.77123 -5.26774
H 0.63468 1.67975 -6.26184
C -0.07619 0.61821 -4.53562
H 0.16215 -0.36867 -4.94328
C -0.60764 -2.20084 -3.30484
C -1.27507 -2.78054 -4.39709
H -2.31284 -2.51416 -4.60206
C -0.62087 -3.70139 -5.20573
H -1.13732 -4.10319 -6.08001
C 0.68294 -4.09669 -4.88781
H 1.20742 -4.78969 -5.54677
C 1.30382 -3.62091 -3.72852
H 2.30278 -3.96296 -3.45788
C 0.64648 -2.70022 -2.91090
H 1.08471 -2.39034 -1.96349
Hf -0.50387 -0.27340 2.73880
C 1.39170 0.80411 2.28183
C 1.82757 1.03573 1.02810
H 1.94190 1.25658 3.12051
C 0.99454 0.54625 -0.18049
O 1.88794 -0.29333 -0.95790
H 1.49367 -0.42312 -1.84591
C -0.26464 -0.19809 0.14082
H 0.67885 1.43401 -0.76657
C -1.08902 -0.79277 -0.73372
Cl -2.49668 -1.46162 2.42262
P 1.14380 -2.33716 3.03374
P -1.57410 2.14928 3.11117
C 0.53708 -3.34258 4.41991
H -0.55405 -3.43964 4.35951
H 0.79827 -2.85255 5.36742
H 0.99416 -4.33834 4.37138
C 1.31961 -3.47808 1.63576
H 1.72040 -2.92114 0.77644
H 0.32721 -3.86893 1.37327
H 1.99673 -4.30060 1.90828
C 2.85081 -1.98580 3.54743
H 2.84318 -1.52945 4.54632
H 3.32186 -1.29272 2.83933
H 3.41560 -2.92788 3.56226
C -2.23406 2.34669 4.79959
H -1.41387 2.50315 5.51259
H -2.78146 1.44285 5.09554
H -2.91853 3.20507 4.81803
C -0.47711 3.60346 3.01598
H 0.13931 3.54297 2.10995
H 0.18611 3.62083 3.89215
H -1.07815 4.52385 2.98640
C -2.97954 2.59220 2.05110
H -3.75835 1.82423 2.13610
H -2.62948 2.62347 1.01151
H -3.38350 3.57125 2.34037
P 3.47101 1.83670 0.85202
C 3.94766 2.53465 2.44540
C 3.36724 3.15862 -0.34904
H 3.88760 1.76544 3.22452
H 3.28822 3.37194 2.70478
H 4.98169 2.89676 2.38420
H 2.85353 2.80337 -1.25123
H 4.37815 3.50272 -0.60568
H 2.80932 3.99226 0.09892
C 4.66705 0.57331 0.43707
H 4.94793 0.03090 1.35133
H 5.55442 1.06086 0.01296
H 4.20185 -0.10858 -0.28771
H -1.86847 -1.44328 -0.28182
O 1.57051 -0.67908 6.30743
Cl 0.46430 0.21392 6.11240
O -0.61236 -0.02318 7.02006
O 0.85871 1.59263 6.05351
O -0.10425 -0.12852 4.66852
*
```

---

[2]
Computed, not measured: a cluster of 2 separate species, C3H7O3 in total, with ωB97M-V/def2-TZVPD.

Computed properties:
Electronic energy   -9367.8117 eV

```
! wB97M-V def2-TZVPD RIJCOSX def2/J DEFGRID3
* xyz -1 1
C 1.98572 0.98303 -0.78522
C 0.77651 -0.07870 -0.85594
O -0.31775 0.50992 -1.13688
O 1.10239 -1.26580 -0.85308
H 1.65929 1.98052 -0.54377
H 2.19873 0.98135 -1.85789
H 2.83496 0.58082 -0.25644
C -1.60827 -0.07769 2.19520
O -1.83184 -0.35018 0.82398
H -1.18454 -0.17769 0.06077
H -0.72888 -0.67000 2.46093
H -1.58320 1.02610 2.30171
H -2.53961 -0.33412 2.69437
*
```

---

[3]
Computed, not measured: a structure of composition C46H58Br36NO3PS, with ωB97M-V/def2-TZVPD.

Computed properties:
Electronic energy   -2597924.7420 eV

```
! wB97M-V def2-TZVPD RIJCOSX def2/J DEFGRID3
* xyz 0 1
C 3.17152 -2.40938 5.43147
C 3.37544 -2.14090 3.94541
C 2.18097 -2.60944 3.10410
C 0.89969 -2.02991 3.73236
C 2.24188 -2.13544 1.66331
C 3.21982 -1.21701 1.26738
C 3.30788 -0.74630 -0.04384
C 2.37194 -1.16338 -0.98271
C 1.35375 -2.08490 -0.63964
C 0.35413 -2.45642 -1.69903
C -0.90895 -1.57591 -1.56309
O -2.12605 -2.19408 -1.89277
C -2.95633 -2.58588 -0.82207
C -4.07550 -1.57158 -0.67529
O -4.46539 -1.34061 0.68717
C -3.72436 -0.36716 1.32486
C -2.63329 -0.76822 2.08886
C -1.81808 0.16080 2.73648
C -2.08125 1.52878 2.63795
C -1.19170 2.56803 3.30856
C -2.01870 3.08007 4.54464
C 0.09423 1.94733 3.84708
C -0.92352 3.78391 2.41678
C 0.07819 3.65643 1.26617
C -0.10315 4.92514 0.38247
C -0.14956 2.43669 0.37622
C 1.54074 3.66067 1.71354
C -3.21448 1.90310 1.90467
C -4.03993 0.98784 1.25691
C 1.32388 -2.58821 0.68407
P 0.11906 -3.85686 1.11781
O -0.32647 -4.73310 0.00343
S 2.47395 -0.51743 -2.63224
C 3.13621 1.07141 -2.29053
C 2.82780 2.15686 -3.11289
C 3.37858 3.41952 -2.84816
C 4.20614 3.60610 -1.73860
C 4.50500 2.52101 -0.91873
C 3.98815 1.24798 -1.19820
N 4.37234 0.15820 -0.34515
H 4.12718 -2.32896 5.92984
H 2.55181 -1.62039 5.83358
H 2.72485 -3.37474 5.62243
H 4.27272 -2.62685 3.58164
H 3.44759 -1.06880 3.83106
H 2.18383 -3.69048 3.15767
H 0.11766 -1.87626 3.00492
H 1.14404 -1.04499 4.11243
H 0.54106 -2.62149 4.56140
H 3.94442 -0.84831 1.95970
H 0.13522 -3.51016 -1.71289
H 0.78319 -2.21105 -2.65546
H -0.79305 -0.75944 -2.26516
H -0.93370 -1.11962 -0.57406
H -3.34054 -3.57334 -1.04487
H -2.42181 -2.67728 0.11193
H -3.69423 -0.64439 -1.09204
H -4.95438 -1.83015 -1.24792
H -2.41765 -1.81598 2.18302
H -0.99125 -0.21537 3.30484
H -1.57750 2.74376 5.47253
H -2.06010 4.16065 4.55487
H -3.02336 2.69072 4.51814
H -0.08492 1.42460 4.77551
H 0.82242 2.72304 4.04218
H 0.54634 1.24154 3.16042
H -0.57248 4.58511 3.06002
H -1.86824 4.11662 2.01343
H 0.65847 5.65287 0.63146
H -1.06958 5.38376 0.53582
H 0.03285 4.68691 -0.66371
H 0.32716 2.55700 -0.58409
H 0.15712 1.51328 0.85434
H -1.21014 2.32840 0.17364
H 1.73470 4.36472 2.51196
H 1.84286 2.66760 2.01953
H 2.15198 3.87691 0.84950
H -3.48452 2.94018 1.82973
H -4.90085 1.34066 0.72028
H 0.72193 -4.63672 2.10869
H -0.99158 -3.30115 1.76849
H 2.18759 2.03383 -3.96920
H 3.16531 4.25722 -3.48570
H 4.60963 4.58048 -1.52052
H 5.14553 2.65047 -0.05881
H 5.11368 -0.35650 -0.81412
C 4.89221 8.37307 -0.18443
Br 4.32022 6.53438 -0.27216
Br 6.65080 8.58588 -0.92946
Br 3.61754 9.54483 -1.01582
H 4.94985 8.64795 0.85766
C 2.09800 0.53710 8.51902
Br 1.55662 -0.66502 9.91489
Br 3.94922 0.30518 8.05611
Br 0.93952 0.40142 6.98601
H 1.99577 1.54116 8.90063
C -6.76297 2.74082 -2.32642
Br -5.66335 4.19893 -1.71776
Br -6.92441 2.71752 -4.23761
Br -6.12559 1.06014 -1.64446
H -7.75185 2.89662 -1.92242
C -0.98625 -7.28170 -0.14699
Br -2.10449 -7.73297 -1.64903
Br -2.02612 -6.75423 1.37687
Br 0.19528 -8.74428 0.29216
H -0.38319 -6.42741 -0.43134
C 3.04824 -7.50023 -2.31038
Br 4.00957 -8.37037 -0.89494
Br 2.67780 -5.67252 -1.89943
Br 3.92317 -7.73691 -4.00779
H 2.08262 -7.98065 -2.38284
C -2.86127 -11.79653 -1.38333
Br -2.84242 -12.10417 -3.28094
Br -4.58910 -12.15924 -0.62438
Br -1.47359 -12.79483 -0.50732
H -2.65327 -10.74788 -1.22349
C 3.16215 -11.30460 -5.22458
Br 3.17326 -11.62758 -7.12008
Br 1.45071 -11.68677 -4.44007
Br 4.59950 -12.22617 -4.34058
H 3.31038 -10.24804 -5.07722
C -10.40001 2.24031 -6.29700
Br -10.06228 0.74175 -5.14200
Br -10.50725 3.88840 -5.31310
Br -9.10373 2.34893 -7.71119
H -11.36666 2.08272 -6.75059
C 8.05605 3.56668 2.54345
Br 7.37462 2.40596 3.91721
Br 9.88382 3.17723 2.10425
Br 6.93306 3.52699 0.97663
H 8.02857 4.57271 2.93402
C -14.37250 4.63480 -3.67055
Br -13.28938 6.08664 -3.02665
Br -14.52128 4.66070 -5.58784
Br -13.73986 2.93904 -3.02308
H -15.36649 4.77454 -3.27498
C -6.26980 4.84989 -10.15027
Br -6.32712 2.92502 -10.17196
Br -7.48488 5.58542 -8.85771
Br -4.47909 5.49604 -9.89030
H -6.59397 5.18714 -11.12256
C 13.43234 5.38069 1.04435
Br 14.71506 6.25777 -0.08574
Br 11.63282 5.90311 0.62738
Br 13.62777 3.46684 0.98926
H 13.63106 5.69215 2.05820
*
```

---

[4]
Computed, not measured: the molecule C5H11OP, with ωB97M-V/def2-TZVPD.

Computed properties:
Electronic energy   -16696.8895 eV

```
! wB97M-V def2-TZVPD RIJCOSX def2/J DEFGRID3
* xyz 0 1
C -0.96621 1.32124 0.97306
C -0.05229 0.84404 -0.10517
C -0.19887 1.41337 -1.54777
O 1.28601 0.70506 0.29663
C 0.53907 -0.47385 0.07277
C 0.21445 -1.40084 1.25890
P 1.17005 -1.40220 -1.48040
H -0.43752 1.22352 1.94391
H -1.87183 0.46423 1.23983
H -1.44809 2.22893 0.84905
H -0.52917 2.42461 -1.38344
H -1.03099 1.03355 -2.08581
H 0.78391 1.26665 -2.11904
H 0.92026 -2.17579 1.32024
H -0.78499 -1.92810 1.11229
H 0.40622 -0.85213 2.15497
H 0.27823 -2.37061 -1.83425
H 1.72174 -2.32170 -0.66579
*
```

---

In eV, the frontier orbital gap values for the records above are, in order, 8.145; 8.558; 8.015; 10.120.
In Eh/bohr, the strongest force on any atom values for the records above are, in order, 0.0467; 0.0510; 0.0225; 0.1060.